No. 1
9
Properties=species:S:1:pos:R:3 method="wB97M-V/def2-TZVPD" e_above_lowest_ev=3.974 lumo_ev="-0.36 / -3.85"
Br -3.49532 -0.73392 -0.24144
Br 3.69591 -0.88844 -0.16970
Si -1.49650 -1.30102 0.43040
O -0.39059 -0.47557 -0.29788
C 0.55760 0.52293 0.02519
H -1.28388 -1.38737 1.79583
H 1.54151 0.44885 -0.31365
H 0.22874 1.48742 -0.31671
H 0.41527 0.73093 1.02569

=====

No. 2
42
Properties=species:S:1:pos:R:3 method="wB97M-V/def2-TZVPD" lumo_ev=-1.99
Cl -2.77610 -0.23060 3.40230
Cl -0.56793 -0.13199 5.56938
Cl -1.76236 -2.81308 4.63872
O -0.19081 -1.13984 3.09897
N 0.82189 1.18149 -2.45394
N -0.70156 1.28223 0.18166
N 2.32337 -0.28913 -3.17712
C 2.71889 -2.54743 -0.68193
C -1.30164 1.29613 -1.10809
C -2.83498 2.21635 0.57648
C 0.40216 -2.80794 -0.05454
C 2.96384 -1.82424 0.49174
C 1.93402 1.29767 -1.63279
C -2.61213 2.09849 -0.94279
C -0.46767 1.88072 -2.27141
C 1.94202 -1.57596 1.39077
C 1.43980 -3.05251 -0.94056
C 1.11251 0.21101 -3.38719
C 0.62987 -2.03815 1.10522
C -1.44395 1.95674 1.20028
C 2.85205 0.37025 -2.09267
C -0.44484 -1.75872 2.00285
B -1.25410 -1.07783 4.16165
H -3.44915 1.61501 -1.45266
H 2.00749 1.99707 -0.81154
H -3.25370 3.18920 0.86273
H 0.41886 -0.05293 -4.17498
H -0.27389 2.95445 -2.11108
H -1.45308 -2.10475 1.82076
H -1.53391 0.25734 -1.39793
H -3.53637 1.44348 0.90853
H -0.96675 2.91700 1.47151
H 1.26908 -3.62449 -1.85367
H 2.12475 -1.07355 2.33910
H -1.04032 1.76058 -3.19801
H 3.81688 0.15439 -1.67141
H 3.52148 -2.69793 -1.40238
H -1.53300 1.35272 2.11769
H -0.59190 -3.23150 -0.20679
H -2.51302 3.10217 -1.37429
H 3.96278 -1.44425 0.70550
H 0.24144 0.98233 0.35190

=====

No. 3
90
Properties=species:S:1:pos:R:3 method="wB97M-V/def2-TZVPD" e_above_lowest_ev=0.000 lumo_ev=0.33
Pb -0.21994 1.20250 1.36883
As 3.23467 0.45680 -0.30391
O 0.46423 2.53417 -0.43793
O -0.27404 3.61146 1.33906
O 2.81933 -5.48710 -0.31978
N -2.36340 1.12668 0.83760
N 0.12815 -1.25643 0.23284
N 0.78692 -3.59471 -0.20712
C 8.11380 0.70912 -1.09155
C -3.43057 -1.12658 0.35402
C -2.55347 2.01164 -1.90479
C -5.49957 -2.41078 -0.01017
C -4.10602 -2.36000 0.07583
C 2.36641 -5.03053 0.94212
C 0.69812 4.91529 -0.41325
C -2.90498 -0.05785 0.56993
C 4.52640 -0.44946 -1.51301
C 4.16805 2.13514 0.04802
C 0.43376 -2.35165 0.03580
C 2.77889 -4.45128 -1.28493
C 1.35370 -3.97971 -1.50257
C -6.15005 -3.60093 -0.29613
C -5.42814 -4.76971 -0.49329
C 7.85693 -1.38992 0.03458
C 6.78423 0.66269 -1.48143
C 6.52820 -1.43396 -0.36258
C -4.57815 4.07567 1.27207
C 3.77834 -0.45905 1.34516
C 5.96845 -0.40895 -1.12244
C 0.25968 3.61444 0.19802
C -2.67437 2.86085 3.83816
C -3.38894 -3.54310 -0.12590
C -3.16287 2.28513 0.55923
C -4.23031 0.96967 3.23984
C -3.98192 3.88324 -1.03473
C -4.04261 -4.73246 -0.40189
C -3.58917 1.24548 -2.73148
C -4.64130 4.55878 -0.02323
C 0.91841 -4.58485 0.86401
C -3.85755 2.92725 1.58964
C -3.90937 2.45364 3.03490
C -1.73582 2.94616 -2.79486
C 8.65585 -0.31521 -0.32635
C -3.22939 2.74571 -0.76148
H -4.29405 1.93494 -3.20239
H 5.21301 1.97420 0.31347
H -1.18271 2.37184 -3.53936
H 4.36732 -0.01895 -2.50343
H -2.84477 2.69493 4.90388
H -2.41459 3.90717 3.68176
H -3.33794 0.34701 3.19067
H 3.44076 -1.49624 1.31990
H -4.74714 3.00930 3.46774
H 0.27023 -5.43285 0.62840
H -6.06497 -1.50143 0.14575
H 4.16996 -1.48175 -1.54745
H 1.59365 5.25830 0.10616
H 4.09908 2.79010 -0.81934
H -5.22381 5.44351 -0.24686
H 3.19837 -4.85626 -2.20493
H -5.93755 -5.69813 -0.71245
H 8.26915 -2.20003 0.62195
H -4.92575 0.59139 2.49086
H 8.73022 1.54723 -1.38881
H 0.58544 -4.13956 1.80054
H -7.23002 -3.61440 -0.36457
H 9.69279 -0.27896 -0.02174
H 5.91330 -2.28180 -0.08117
H 2.47377 -5.86351 1.63610
H 1.30710 -3.12756 -2.17871
H 6.37148 1.46716 -2.07941
H 0.74689 -4.79076 -1.91374
H -4.15601 0.55409 -2.10786
H -3.46603 -5.63643 -0.55704
H 3.65047 2.61720 0.87822
H -0.07599 5.66612 -0.26830
H -4.05121 4.24121 -2.05366
H -2.31154 -3.51130 -0.07202
H -4.68047 0.82454 4.22365
H 3.29457 0.03465 2.18875
H -1.01440 3.52117 -2.21576
H -1.87206 1.27596 -1.47404
H -2.37904 3.64633 -3.33126
H 0.91930 4.79165 -1.46912
H 3.40206 -3.61063 -0.95058
H -5.12217 4.58277 2.06050
H 2.99608 -4.19848 1.28598
H -3.10367 0.67007 -3.52165
H -1.79790 2.27054 3.56082
H 4.85820 -0.43171 1.48574

=====

Copy entry 2 word for word.
42
Properties=species:S:1:pos:R:3 method="wB97M-V/def2-TZVPD" lumo_ev=-1.99
Cl -2.77610 -0.23060 3.40230
Cl -0.56793 -0.13199 5.56938
Cl -1.76236 -2.81308 4.63872
O -0.19081 -1.13984 3.09897
N 0.82189 1.18149 -2.45394
N -0.70156 1.28223 0.18166
N 2.32337 -0.28913 -3.17712
C 2.71889 -2.54743 -0.68193
C -1.30164 1.29613 -1.10809
C -2.83498 2.21635 0.57648
C 0.40216 -2.80794 -0.05454
C 2.96384 -1.82424 0.49174
C 1.93402 1.29767 -1.63279
C -2.61213 2.09849 -0.94279
C -0.46767 1.88072 -2.27141
C 1.94202 -1.57596 1.39077
C 1.43980 -3.05251 -0.94056
C 1.11251 0.21101 -3.38719
C 0.62987 -2.03815 1.10522
C -1.44395 1.95674 1.20028
C 2.85205 0.37025 -2.09267
C -0.44484 -1.75872 2.00285
B -1.25410 -1.07783 4.16165
H -3.44915 1.61501 -1.45266
H 2.00749 1.99707 -0.81154
H -3.25370 3.18920 0.86273
H 0.41886 -0.05293 -4.17498
H -0.27389 2.95445 -2.11108
H -1.45308 -2.10475 1.82076
H -1.53391 0.25734 -1.39793
H -3.53637 1.44348 0.90853
H -0.96675 2.91700 1.47151
H 1.26908 -3.62449 -1.85367
H 2.12475 -1.07355 2.33910
H -1.04032 1.76058 -3.19801
H 3.81688 0.15439 -1.67141
H 3.52148 -2.69793 -1.40238
H -1.53300 1.35272 2.11769
H -0.59190 -3.23150 -0.20679
H -2.51302 3.10217 -1.37429
H 3.96278 -1.44425 0.70550
H 0.24144 0.98233 0.35190